No. 1
{"formula": "C18H19N3O5S", "method": "ωB97M-V/def2-TZVPD", "elements": ["C", "O", "C", "C", "N", "C", "O", "C", "C", "N", "C", "C", "C", "C", "C", "C", "N", "S", "O", "O", "C", "C", "C", "C", "C", "C", "O", "H", "H", "H", "H", "H", "H", "H", "H", "H", "H", "H", "H", "H", "H", "H", "H", "H", "H", "H"], "positions_angstrom": [[-0.07605, 4.78387, 0.73228], [1.10647, 4.37887, 0.07743], [1.09946, 3.04177, -0.35687], [0.46021, 2.90726, -1.75155], [0.13944, 1.54088, -2.12665], [0.89405, 0.45136, -1.86280], [1.88399, 0.45366, -1.16152], [0.38913, -0.78926, -2.55510], [-0.14984, -0.58303, -3.83797], [-0.61822, -0.37606, -4.86693], [0.47130, -2.05806, -2.07972], [0.87028, -2.45135, -0.77414], [1.07203, -3.70963, -0.23501], [1.43714, -3.51309, 1.10742], [1.42860, -2.15404, 1.30994], [1.71883, -1.27091, 2.48515], [1.27857, 0.08268, 2.25824], [-0.32841, 0.38874, 2.57148], [-0.59482, -0.14401, 3.87359], [-0.53417, 1.78500, 2.32174], [-1.29133, -0.54245, 1.37653], [-1.67921, 0.06962, 0.20238], [-2.37427, -0.66375, -0.74566], [-2.66825, -1.99683, -0.50611], [-2.29305, -2.59461, 0.68719], [-1.60475, -1.86157, 1.64013], [1.08721, -1.52511, 0.18340], [0.13721, 5.75846, 1.16671], [-0.91680, 4.88269, 0.03466], [-0.34733, 4.07617, 1.52241], [2.14368, 2.72612, -0.39667], [0.56330, 2.41475, 0.36601], [1.13419, 3.35314, -2.49341], [-0.47655, 3.47071, -1.76264], [-0.59595, 1.44349, -2.81200], [0.17647, -2.87273, -2.72926], [0.97598, -4.64453, -0.74854], [1.67655, -4.26555, 1.82994], [1.20193, -1.62197, 3.38246], [2.79646, -1.26549, 2.68962], [1.59848, 0.47300, 1.38153], [-1.44332, 1.11114, 0.05729], [-2.68979, -0.20014, -1.66844], [-3.20202, -2.56955, -1.24957], [-2.53853, -3.62853, 0.87606], [-1.31829, -2.29109, 2.58699]], "smiles": "COCCNC(=O)/C(C#N)=C\\c1ccc(CNS(=O)(=O)c2ccccc2)o1", "e_homo_ev": -8.75, "homo_lumo_gap_ev": 7.90}

No. 2
{"formula": "C2H2S4", "method": "ωB97M-V/def2-TZVPD", "elements": ["S", "C", "S", "C", "S", "S", "H", "H"], "positions_angstrom": [[-2.09230, -0.00628, -0.36670], [-0.55299, 0.48484, -0.12111], [-0.11740, 2.18199, -0.02026], [0.57886, -0.50160, 0.12477], [2.00250, -0.03712, 0.73629], [0.33807, -2.16898, -0.28652], [-1.36464, 2.54953, -0.28649], [-0.88445, -1.96291, -0.74049]], "smiles": "S=C(S)C(=S)S", "e_homo_ev": -8.94, "homo_lumo_gap_ev": 7.00}

No. 3
{"formula": "CH4N2O3", "method": "ωB97M-V/def2-TZVPD", "elements": ["C", "N", "N", "O", "O", "O", "H", "H", "H", "H"], "positions_angstrom": [[0.69940, -0.41585, 0.70938], [0.03241, 0.90144, -0.94168], [-1.68803, -1.84346, 0.78401], [-2.37836, -2.49850, 1.50061], [-1.83254, -1.46978, -0.35273], [0.41850, -0.31671, -0.56907], [1.01916, -1.34428, 0.93585], [0.08657, 0.15114, 1.34262], [-0.72180, 0.94215, -1.64175], [-0.18781, 1.40795, 0.04609]], "s_squared": 2.007, "e_homo_ev": [-7.11, -9.29], "spin_multiplicity": 3, "homo_lumo_gap_ev": [7.09, 7.19]}

No. 4
{"formula": "C37H34Cl4CoO2P2S3", "method": "ωB97M-V/def2-TZVPD", "elements": ["Co", "C", "C", "S", "C", "C", "S", "C", "C", "S", "H", "H", "H", "H", "H", "H", "H", "H", "H", "H", "H", "H", "Cl", "C", "C", "Cl", "C", "Cl", "C", "O", "C", "O", "C", "Cl", "C", "P", "C", "C", "C", "C", "C", "C", "C", "C", "C", "C", "C", "C", "P", "C", "C", "C", "C", "C", "C", "C", "C", "C", "C", "C", "C", "H", "H", "H", "H", "H", "H", "H", "H", "H", "H", "H", "H", "H", "H", "H", "H", "H", "H", "H", "H", "H", "H"], "positions_angstrom": [[-0.84373, 0.44570, 1.62721], [-3.39880, -0.95363, 3.51528], [-2.96998, -1.92281, 2.40251], [-2.45352, -1.24438, 0.80373], [-3.90815, -0.27097, 0.32075], [-3.54942, 1.07033, -0.31344], [-2.47924, 2.17653, 0.64537], [-3.52781, 2.78207, 1.98583], [-3.95254, 1.78772, 3.06471], [-2.60799, 0.68542, 3.59081], [-3.16351, -1.42240, 4.46828], [-4.47158, -0.77407, 3.49901], [-3.78066, -2.62546, 2.21040], [-2.09675, -2.48907, 2.71762], [-4.52598, -0.14560, 1.20623], [-4.46574, -0.86615, -0.40289], [-4.45518, 1.62470, -0.55931], [-2.99180, 0.90443, -1.23361], [-4.40366, 3.24255, 1.52906], [-2.92932, 3.58377, 2.42018], [-4.79447, 1.18195, 2.74392], [-4.27019, 2.34752, 3.94139], [4.10265, 0.84602, 6.36923], [2.75236, 0.35170, 5.44625], [1.94192, -0.75046, 5.90790], [2.32136, -1.50472, 7.39101], [0.88013, -1.20077, 5.16511], [-0.09588, -2.52803, 5.65945], [0.56969, -0.58307, 3.93468], [-0.35475, -0.97170, 3.15704], [1.30998, 0.60722, 3.53329], [0.90377, 1.21318, 2.49952], [2.45134, 1.00067, 4.27934], [3.38003, 2.30804, 3.67702], [0.05133, 0.67179, -2.02286], [0.59719, 0.92297, -0.28111], [2.11778, -0.07098, -0.12690], [2.07208, -1.22641, 0.65415], [3.19715, -2.02595, 0.80191], [4.38360, -1.67077, 0.17525], [4.43798, -0.52296, -0.60511], [3.31050, 0.27249, -0.75818], [1.11689, 2.67897, -0.36872], [1.73215, 3.19533, -1.51128], [2.12044, 4.52623, -1.56848], [1.88802, 5.36940, -0.49023], [1.25051, 4.87808, 0.63924], [0.86650, 3.54499, 0.69787], [-1.00564, -0.81505, -2.37754], [-0.98151, -0.77561, -4.21710], [-1.02221, 0.42511, -4.92606], [-1.04212, 0.42826, -6.31675], [-1.03483, -0.76913, -7.01692], [-1.02656, -1.97123, -6.32054], [-1.00346, -1.97475, -4.93275], [0.14173, -2.19960, -2.02466], [-0.31431, -3.26435, -1.25047], [0.51255, -4.35331, -0.98186], [1.80425, -4.37728, -1.48349], [2.26987, -3.31709, -2.25844], [1.44210, -2.24075, -2.53299], [0.92082, 0.67437, -2.68058], [-0.55093, 1.55156, -2.25789], [1.14975, -1.51084, 1.14961], [3.14536, -2.92417, 1.40679], [5.26720, -2.28692, 0.29613], [5.36375, -0.24114, -1.09292], [3.37889, 1.17379, -1.35633], [1.90341, 2.57437, -2.38097], [2.60046, 4.90447, -2.46358], [2.20044, 6.40613, -0.53450], [1.05362, 5.53172, 1.48254], [0.38473, 3.17452, 1.58985], [-1.04503, 1.37493, -4.40310], [-1.06583, 1.37144, -6.85269], [-1.03544, -0.76687, -8.10028], [-1.03743, -2.91262, -6.86044], [-0.99475, -2.92017, -4.40131], [-1.32877, -3.24781, -0.86672], [0.14369, -5.18111, -0.38513], [2.45124, -5.22312, -1.27885], [3.27942, -3.33638, -2.65437], [1.81087, -1.43077, -3.15411]], "s_squared": 6.025, "e_homo_ev": [-10.29, -10.68], "spin_multiplicity": 5, "total_charge": 1, "homo_lumo_gap_ev": [8.28, 6.45]}